Below is a molecular structure, C43H35N10O4S3Ti, with properties calculated with ωB97M-V/def2-TZVPD.

Element x y z (Å)
Ti (0.746, -0.292, -0.035)
O (7.188, -0.787, 2.774)
N (6.432, -0.209, 3.536)
O (6.717, 0.268, 4.608)
C (5.014, -0.105, 3.106)
C (4.090, -0.120, 4.072)
C (2.697, -0.108, 3.740)
C (1.672, -0.078, 4.711)
C (0.363, -0.056, 4.309)
C (0.067, -0.112, 2.951)
N (1.017, -0.158, 2.016)
C (2.323, -0.114, 2.409)
C (3.323, -0.057, 1.378)
N (2.872, -0.028, 0.094)
C (3.757, 0.056, -0.885)
C (5.126, 0.135, -0.648)
C (5.597, 0.085, 0.638)
C (4.678, -0.037, 1.705)
H (4.402, -0.146, 5.110)
H (1.932, -0.057, 5.764)
H (-0.445, 0.005, 5.024)
H (-0.956, -0.087, 2.609)
H (3.378, 0.052, -1.895)
H (5.809, 0.222, -1.483)
H (6.657, 0.129, 0.832)
N (0.933, 1.256, -3.884)
C (0.777, 0.276, -4.921)
C (0.800, 0.694, -6.237)
C (0.667, -0.237, -7.257)
C (0.519, -1.578, -6.951)
C (0.499, -1.995, -5.624)
C (0.623, -1.062, -4.613)
S (0.562, -1.629, -2.941)
N (0.848, -0.171, -2.052)
C (0.979, 1.022, -2.599)
C (1.208, 2.155, -1.656)
C (1.471, 3.441, -2.051)
C (1.613, 4.431, -1.077)
C (1.480, 4.090, 0.249)
C (1.250, 2.761, 0.576)
N (1.140, 1.815, -0.352)
H (1.031, 2.206, -4.204)
H (0.918, 1.748, -6.472)
H (0.681, 0.093, -8.287)
H (0.417, -2.310, -7.741)
H (0.383, -3.047, -5.383)
H (1.580, 3.709, -3.093)
H (1.818, 5.454, -1.368)
H (1.555, 4.831, 1.035)
H (1.157, 2.455, 1.604)
O (-2.301, -0.652, -1.767)
S (-1.912, -0.553, -0.403)
O (-1.123, 0.680, -0.072)
N (-0.711, -1.547, 0.053)
C (-0.668, -2.967, -0.001)
C (-1.718, -3.836, -0.042)
C (-1.468, -5.227, -0.025)
C (-0.190, -5.704, 0.020)
C (0.907, -4.804, 0.018)
C (2.257, -5.213, 0.002)
C (3.239, -4.265, -0.087)
C (2.889, -2.913, -0.121)
N (1.644, -2.469, -0.057)
C (0.653, -3.427, 0.000)
C (-3.289, -0.729, 0.622)
C (-4.495, -0.216, 0.149)
C (-5.610, -0.316, 0.961)
C (-5.514, -0.932, 2.205)
C (-4.306, -1.467, 2.649)
C (-3.177, -1.366, 1.859)
H (-2.738, -3.470, -0.093)
H (-2.304, -5.915, -0.044)
H (0.004, -6.772, 0.039)
H (2.501, -6.269, 0.053)
H (4.284, -4.538, -0.132)
H (3.680, -2.184, -0.204)
H (-4.548, 0.227, -0.840)
H (-6.561, 0.071, 0.618)
H (-6.395, -1.017, 2.830)
H (-4.255, -1.975, 3.604)
H (-2.241, -1.810, 2.174)
S (-1.577, 2.569, 2.354)
C (-3.024, 3.129, 1.631)
N (-3.158, 3.234, 0.300)
C (-4.355, 3.754, -0.371)
C (-5.579, 3.436, 0.464)
C (-5.374, 3.919, 1.884)
N (-4.077, 3.448, 2.387)
H (-2.376, 2.912, -0.238)
H (-4.428, 3.288, -1.351)
H (-4.262, 4.831, -0.517)
H (-5.748, 2.354, 0.463)
H (-6.456, 3.914, 0.035)
H (-6.151, 3.527, 2.535)
H (-5.418, 5.008, 1.933)
H (-3.914, 3.444, 3.379)

2S+1: 1
HOMO energy: -14.6 eV
total charge: +3
ΔE to the lowest compared entry with this formula, charge and spin: 17.0 kcal per mole
E_LUMO: -9.225 eV
HOMO-LUMO gap: 5.410 eV